DFT (ωB97M-V with the def2-TZVPD basis set) results for C34H30N9O3S3SeSn as an isolated structure.

Computed properties:
HOMO ... -4.2 eV
Largest force on an atom ... 0.007 hartree/bohr
Relative energy (zero: lowest compared OMol25 entry of this formula, charge and spin) ... 0.0 kcal/mol
Molecular weight ... 906.55 g mol⁻¹
Charge ... -1

Last column: Mulliken charge in e.
Cartesian coordinates (Å):
Sn1 -0.605 -0.654 0.545  1.072
C1 -5.874 -3.511 2.745  -0.950
C2 -5.649 -2.893 1.370  -0.643
N1 -5.146 -1.541 1.431  -0.130
C3 -3.841 -1.163 1.438  0.108
S1 -2.627 -2.368 1.212  -0.615
N2 -3.682 0.128 1.645  -1.088
N3 -2.412 0.599 1.565  1.513
C4 -2.259 1.856 1.792  0.449
C5 -3.381 2.791 2.119  -1.853
C6 -0.897 2.416 1.669  0.416
C7 -0.614 3.738 2.000  -0.785
C8 0.671 4.212 1.824  -0.652
C9 1.649 3.366 1.327  -0.868
C10 1.290 2.062 1.038  -0.318
N4 0.058 1.607 1.215  0.642
H1 -6.331 -4.498 2.658  0.371
H2 -6.530 -2.884 3.352  0.301
H3 -4.923 -3.614 3.268  0.198
H4 -6.579 -2.881 0.796  0.374
H5 -4.929 -3.485 0.808  0.310
H6 -5.784 -0.791 1.645  0.253
H7 -4.329 2.284 1.982  0.384
H8 -3.334 3.664 1.466  0.382
H9 -3.313 3.136 3.154  0.312
H10 -1.393 4.386 2.374  0.467
H11 0.907 5.241 2.068  0.385
H12 2.663 3.702 1.163  0.457
H13 2.009 1.346 0.655  0.253
N5 4.091 -0.584 -2.096  -0.129
C11 4.244 0.509 -2.963  0.067
C12 5.506 0.930 -3.346  -0.673
C13 5.655 2.004 -4.218  -0.565
C14 4.537 2.673 -4.684  -0.696
C15 3.270 2.262 -4.280  -0.582
C16 3.114 1.174 -3.438  0.647
S2 1.500 0.605 -3.003  -0.095
N6 1.787 -0.347 -1.637  0.036
C17 2.930 -0.830 -1.380  -0.011
C18 3.091 -1.752 -0.209  0.856
C19 4.259 -1.757 0.543  -0.775
C20 4.360 -2.641 1.608  -0.703
C21 3.295 -3.474 1.886  -0.465
C22 2.155 -3.363 1.100  -0.194
N7 2.051 -2.535 0.071  -0.198
H14 4.926 -1.051 -1.795  0.260
H15 6.378 0.410 -2.966  0.343
H16 6.647 2.314 -4.519  0.358
H17 4.642 3.512 -5.358  0.379
H18 2.387 2.783 -4.632  0.488
H19 5.064 -1.065 0.330  0.439
H20 5.253 -2.658 2.220  0.392
H21 3.316 -4.166 2.715  0.408
H22 1.280 -3.967 1.318  0.436
Se1 0.739 -0.610 3.172  -0.318
C23 0.728 -2.281 4.065  0.189
C24 -0.286 -3.230 3.905  -0.059
C25 -0.219 -4.425 4.600  -0.390
N8 0.754 -4.758 5.452  -0.689
C26 1.709 -3.841 5.616  -0.298
C27 1.744 -2.623 4.962  -0.498
H23 -1.115 -3.031 3.240  0.281
H24 -1.006 -5.163 4.468  0.375
H25 2.502 -4.100 6.313  0.340
H26 2.560 -1.932 5.140  0.373
O1 -0.929 3.284 -1.163  -0.675
C28 -1.359 2.345 -1.823  0.021
N9 -1.693 1.119 -1.353  0.077
S3 -2.313 0.167 -2.507  0.985
O2 -3.728 -0.049 -2.342  -0.747
O3 -1.491 -1.007 -2.690  -0.649
C29 -2.052 1.291 -3.853  0.453
C30 -2.258 1.126 -5.209  -0.817
C31 -1.931 2.195 -6.035  -0.445
C32 -1.422 3.381 -5.505  -0.570
C33 -1.224 3.522 -4.137  -0.423
C34 -1.545 2.453 -3.320  -0.010
H27 -2.647 0.200 -5.610  0.449
H28 -2.070 2.105 -7.105  0.390
H29 -1.177 4.198 -6.173  0.394
H30 -0.822 4.427 -3.701  0.489